Record 1
The following is a quantum chemistry calculation of a structure of composition C20H45BCuN2O2Si4Te, from OMol25.

Structure (ORCA input):
```
! wB97M-V def2-TZVPD RIJCOSX def2/J DEFGRID3
* xyz -1 1
Cu -0.363 -0.029 -0.185
C -4.679 3.213 -1.149
C -3.216 2.957 -1.457
C -2.978 3.086 -2.960
O -2.878 1.611 -1.086
B -1.564 1.588 -0.593
O -1.125 2.899 -0.423
C -2.216 3.805 -0.616
C -2.750 4.162 0.768
C -1.710 5.059 -1.310
H -5.302 2.598 -1.803
H -4.929 4.264 -1.325
H -4.917 2.963 -0.116
H -3.558 2.312 -3.466
H -1.924 2.927 -3.194
H -3.286 4.063 -3.340
H -3.156 3.279 1.266
H -3.520 4.938 0.720
H -1.913 4.530 1.365
H -1.071 4.807 -2.155
H -1.121 5.657 -0.610
H -2.548 5.669 -1.662
N -0.554 -1.988 2.134
C 0.547 -2.294 1.368
C 1.502 -3.223 1.800
C 2.563 -3.513 0.978
C 2.667 -2.891 -0.263
C 1.689 -1.988 -0.608
N 0.643 -1.698 0.177
H -0.434 -2.060 3.129
H -1.056 -1.162 1.830
H 1.399 -3.688 2.772
H 3.317 -4.220 1.301
H 3.498 -3.074 -0.929
H 1.732 -1.450 -1.546
C 6.749 3.315 3.464
Si 5.416 2.133 2.834
C 4.172 1.929 4.226
C 6.239 0.461 2.562
Si 4.328 2.795 0.885
Te 2.443 1.319 0.461
Si 5.854 2.667 -0.870
C 6.089 0.878 -1.390
C 5.228 3.611 -2.373
C 7.572 3.347 -0.469
Si 3.707 5.025 1.113
C 2.533 5.513 -0.269
C 5.176 6.214 1.062
C 2.820 5.334 2.743
H 7.236 2.913 4.359
H 6.314 4.287 3.724
H 7.519 3.492 2.705
H 4.644 1.503 5.118
H 3.358 1.270 3.905
H 3.726 2.892 4.499
H 6.620 0.046 3.502
H 7.077 0.544 1.860
H 5.514 -0.241 2.136
H 5.120 0.434 -1.639
H 6.519 0.286 -0.575
H 6.752 0.805 -2.260
H 4.199 3.314 -2.606
H 5.853 3.413 -3.250
H 5.228 4.692 -2.191
H 8.025 2.793 0.362
H 7.524 4.401 -0.172
H 8.238 3.266 -1.334
H 3.057 5.561 -1.230
H 2.076 6.490 -0.077
H 1.738 4.763 -0.363
H 5.690 6.159 0.096
H 5.910 5.976 1.840
H 4.844 7.246 1.211
H 1.973 4.650 2.857
H 2.447 6.362 2.792
H 3.493 5.175 3.594
*
```

## Properties
Max |F|: 0.01819 hartree/bohr
Highest occupied orbital energy: -3.31 eV
Energy above the lowest of the compared OMol25 structures with the same formula, charge and spin: 10.5 kJ/mol

Atomic partial charges in e from the Löwdin method, atoms 1 to 2:
1 Cu 0.251
2 C -0.021

---

Record 2
The following is a quantum chemistry calculation of a structure of composition C2H2FOYb, from OMol25.

Structure (ORCA input):
```
! wB97M-V def2-TZVPD RIJCOSX def2/J DEFGRID3
* xyz 2 2
C 0.451 -3.086 -0.558
C 0.224 -1.813 -0.625
O 0.052 -0.652 -0.759
H 1.424 -3.466 -0.877
H -0.358 -3.756 -0.265
F -0.659 2.466 1.779
Yb -0.121 1.629 0.047
*
```

## Properties
Max |F|: 0.06824 hartree/bohr
Highest occupied orbital energy (alpha / beta): -18.85 / -18.56 eV
Energy above the lowest of the compared OMol25 structures with the same formula, charge and spin: 81.1 kJ/mol

Atomic partial charges in e from the Löwdin method, atoms 1 to 2:
1 C 0.167
2 C -0.177

---

Record 3
The following is a quantum chemistry calculation of a cluster of 2 separate species, F4NP in total, from OMol25.

Structure (ORCA input):
```
! wB97M-V def2-TZVPD RIJCOSX def2/J DEFGRID3
* xyz 0 1
N 1.192 -0.293 -0.497
F 1.818 0.922 -0.356
F 1.246 -0.835 0.815
F -1.692 -0.905 -0.571
F -1.612 1.290 0.220
P -2.159 -0.133 0.695
*
```

## Properties
Max |F|: 0.04268 hartree/bohr
Highest occupied orbital energy (alpha / beta): -11.61 / -8.30 eV
Energy above the lowest of the compared OMol25 structures with the same formula, charge and spin: 372.2 kJ/mol

Atomic partial charges in e from the Löwdin method, atoms 1 to 2:
1 N 0.145
2 F -0.049

---

Record 4
The following is a quantum chemistry calculation of the molecule C19H31N3O5S, from OMol25.

Structure (ORCA input):
```
! wB97M-V def2-TZVPD RIJCOSX def2/J DEFGRID3
* xyz 0 1
C 7.307 -1.125 0.389
N 6.257 -0.240 0.844
C 6.319 0.041 2.261
S 6.013 1.129 -0.139
O 6.955 1.098 -1.213
O 5.936 2.286 0.696
N 4.521 0.931 -0.812
C 4.370 -0.088 -1.823
C 3.975 -1.441 -1.229
C 2.712 -1.294 -0.375
O 1.660 -0.930 -1.252
C 0.364 -1.044 -0.858
C -0.082 -1.566 0.353
C -1.437 -1.636 0.612
C -2.378 -1.180 -0.304
C -3.818 -1.293 0.069
O -4.206 -2.091 0.905
N -4.652 -0.465 -0.600
C -6.045 -0.348 -0.254
C -6.404 1.025 0.348
C -7.836 0.955 0.882
C -5.440 1.367 1.484
C -6.346 2.118 -0.733
O -5.048 2.211 -1.293
C -1.928 -0.669 -1.521
C -0.579 -0.606 -1.792
C 2.951 -0.227 0.704
C 3.372 1.089 0.047
H 7.274 -1.167 -0.695
H 7.139 -2.120 0.805
H 8.299 -0.773 0.693
H 5.596 0.818 2.488
H 6.076 -0.867 2.816
H 7.311 0.391 2.566
H 5.320 -0.148 -2.353
H 3.591 0.241 -2.517
H 4.778 -1.820 -0.598
H 3.787 -2.149 -2.037
H 2.483 -2.263 0.095
H 0.610 -1.928 1.097
H -1.792 -2.050 1.543
H -4.281 0.300 -1.141
H -6.656 -0.524 -1.148
H -6.253 -1.136 0.475
H -8.528 0.658 0.096
H -8.150 1.922 1.268
H -7.897 0.228 1.686
H -5.785 2.248 2.021
H -5.373 0.535 2.181
H -4.447 1.569 1.091
H -7.076 1.885 -1.523
H -6.628 3.078 -0.279
H -5.025 2.961 -1.895
H -2.628 -0.342 -2.275
H -0.220 -0.221 -2.734
H 3.737 -0.580 1.369
H 2.041 -0.060 1.282
H 3.638 1.837 0.793
H 2.548 1.470 -0.565
*
```

## Properties
Max |F|: 0.02069 hartree/bohr
Highest occupied orbital energy: -8.64 eV
SMILES: CN(C)S(=O)(=O)N1CCC(Oc2ccc(C(=O)NCC(C)(C)CO)cc2)CC1
Energy above the lowest of the compared OMol25 structures with the same formula, charge and spin: 158.9 kJ/mol

Atomic partial charges in e from the Löwdin method, atoms 1 to 2:
1 C -0.116
2 N -0.331

---

Q: Which of these has the highest energy above the lowest of the compared OMol25 structures with the same formula, charge and spin?
A: F4NP

---

Q: What is the formula in the first record?
A: C20H45BCuN2O2Si4Te

---

Q: Which formula does entry 3 have?
A: F4NP

---

Q: The highest energy above the lowest of the compared OMol25 structures with the same formula, charge and spin belongs to which entry?
A: F4NP